39
Properties=species:S:1:pos:R:3:forces:R:3 method="wB97M-V/def2-TZVPD" smiles=CCOCc1cc(CCF)c2nsnc2c1F.c1cc[nH]c1 charge=0 total_energy_ha=-1418.9438
C -2.55408 3.87387 -2.86599 0.9 -0.1 0.2
C -1.19515 3.00462 -2.68896 -0.7 0.6 -0.2
O -1.48471 1.85061 -1.85439 1.9 0.5 0.0
C -0.25396 1.39003 -1.22799 -0.1 -1.7 0.2
C -0.67276 0.05267 -0.40927 0.2 -2.7 0.5
C -1.60577 0.21239 0.84340 0.7 -5.1 0.1
C -1.99088 -1.05066 1.66428 0.0 1.9 -1.1
C -2.92049 -0.77379 2.97146 1.1 0.3 -0.6
C -1.91743 -0.06953 4.05353 -0.1 -0.8 -1.6
F -0.63842 -0.76793 3.88742 -1.9 1.1 0.9
C -1.53766 -2.51294 1.33445 0.1 2.1 -0.5
N -1.87550 -3.71447 2.07630 3.1 2.6 -4.7
S -1.01371 -4.89508 1.15617 -0.1 3.5 -1.1
N -0.29210 -3.99612 -0.12917 -1.7 2.7 2.2
C -0.62466 -2.60172 0.05268 -0.4 -2.5 1.0
C -0.19598 -1.36051 -0.82516 -1.7 2.5 1.9
F 0.62976 -1.48937 -2.01033 -2.1 0.0 3.1
H -2.27970 4.95613 -2.58355 -0.8 -1.6 -0.5
H -3.37221 3.46619 -2.16915 1.3 0.7 -1.1
H -2.90660 3.84503 -3.95223 0.4 0.0 1.6
H -0.81314 2.67576 -3.72940 -0.4 0.4 1.7
H -0.39932 3.62536 -2.13699 -1.1 -0.7 -1.0
H 0.56113 1.10565 -2.00335 -1.4 0.4 1.0
H 0.21601 2.18742 -0.53520 -1.0 -1.2 -0.9
H -2.01050 1.23269 1.16957 0.8 -1.7 -0.7
H -3.36682 -1.74220 3.38015 0.7 1.4 -0.6
H -3.76475 -0.05008 2.64528 1.4 -1.2 0.8
H -2.29495 -0.15611 5.12720 0.8 0.1 -1.5
H -1.73414 0.99896 3.69620 -0.2 -1.4 0.9
C 4.93565 -1.86762 -0.27860 -0.2 -0.2 0.0
C 5.32573 -0.50711 -0.27577 0.0 0.3 0.0
C 4.21040 0.23858 -0.56904 -0.1 0.1 0.0
N 3.15980 -0.62189 -0.75444 0.3 0.0 0.1
C 3.59458 -1.90818 -0.57301 -0.1 0.0 0.0
H 5.56555 -2.72357 -0.08534 -0.1 0.1 0.0
H 6.31336 -0.11561 -0.07992 -0.1 0.0 0.0
H 4.07365 1.30557 -0.66302 0.1 -0.1 0.0
H 2.21662 -0.35687 -0.98721 0.2 -0.1 0.0
H 2.91317 -2.74014 -0.67060 0.1 0.1 0.0